{
  "formula": "C11H18BGaNO3Tl",
  "method": "the ωB97M-V functional and the def2-TZVPD basis",
  "gap_ha": 0.124,
  "charge": 2,
  "max_force_ha_per_bohr": 0.0606,
  "lumo_energy_ev": -10.522,
  "species": ["C", "C", "O", "B", "O", "Ga", "C", "C", "C", "O", "N", "C", "C", "C", "C", "C", "C", "H", "H", "H", "H", "H", "H", "H", "H", "H", "H", "H", "H", "H", "H", "H", "H", "H", "H", "Tl"],
  "coordinates": [[0.32010, -1.28695, -5.89438], [-0.08966, -1.95477, -4.56256], [-0.14886, -0.94986, -3.51423], [0.05092, -1.52335, -2.27939], [1.32422, -1.82027, -1.90601], [-1.62867, -1.94240, -0.98887], [-0.97875, -1.23897, 0.89257], [-1.75139, 0.04610, 1.09459], [-1.74044, 0.52215, 2.57397], [-2.60873, 1.23381, 2.96647], [-0.62794, 0.12092, 3.47829], [0.32175, 1.19101, 3.46981], [0.28694, 2.17778, 4.45975], [1.20029, 3.20023, 4.37924], [2.10696, 3.21592, 3.32583], [2.14768, 2.24001, 2.34398], [1.23776, 1.20438, 2.41525], [0.22040, -0.17593, -5.78736], [-0.35135, -1.67370, -6.66867], [1.37224, -1.50069, -6.15351], [0.57429, -2.77762, -4.26721], [-1.09487, -2.37207, -4.69174], [1.36878, -2.61569, -1.35403], [-1.93530, -3.49561, -0.85276], [-2.85483, -1.13296, -1.60312], [0.10803, -1.13634, 0.89793], [-1.24230, -1.97007, 1.67333], [-2.80154, -0.00745, 0.78205], [-1.24819, 0.83549, 0.51212], [-0.99406, -0.01487, 4.42036], [-0.47538, 2.10729, 5.23313], [1.18501, 3.97933, 5.13583], [2.81618, 4.03761, 3.23556], [2.83728, 2.25071, 1.50550], [1.21951, 0.42427, 1.66137], [1.87389, 0.80259, -5.93310]]
}